17
Properties=species:S:1:pos:R:3:forces:R:3:mulliken_charge:R:1 method="wB97M-V/def2-TZVPD" smiles=OC[C@H]1CO1.CO largest_force_ev_per_a=0.764 orbital_gap_ev=10.8468 relative_energy_kj_mol=283.2 lumo_energy_ev=0.92 charge=0
C 2.846 0.617 0.208 0.416 0.141 -0.056 -0.58
H -2.376 1.215 -0.314 -0.146 -0.019 -0.201 0.32
H 1.077 0.377 1.024 0.341 -0.267 0.020 0.41
H -0.420 0.480 -1.650 -0.322 -0.281 -0.267 0.27
H 2.944 0.291 -0.844 -0.097 -0.004 0.221 0.23
O -0.467 0.537 0.438 0.401 -0.005 -0.438 -0.62
C -0.086 -0.133 -0.829 -0.119 0.193 -0.264 -0.48
H 2.634 1.695 0.196 0.010 -0.207 0.090 0.26
H 3.803 0.451 0.703 0.175 0.197 -0.199 0.25
O 1.900 -0.133 0.918 0.355 -0.046 0.675 -0.54
C -2.485 -0.685 -0.237 -0.131 -0.291 0.119 -0.63
H -2.673 -1.490 -0.954 -0.171 0.070 0.118 0.30
H -3.082 -0.865 0.666 -0.072 0.040 -0.087 0.28
O -2.809 0.535 -0.853 -0.133 0.188 0.151 -0.53
H 0.880 -0.618 -0.954 -0.103 0.580 0.488 0.31
H -0.666 -1.538 0.732 -0.105 0.053 -0.170 0.47
C -1.025 -0.724 0.100 -0.300 -0.345 -0.201 0.28